# 1
The following is a DFT calculation (ωB97M-V/def2-TZVPD) of H5PSi in the gas phase in a non-equilibrium geometry.

For the largest force on an atom, the calculation gives 0.077 hartree/bohr. The HOMO-LUMO gap comes out at 10.74 eV. As for the electronic energy: -17245.8222 eV. The energy above the lowest of the compared OMol25 structures with the same formula, charge and spin is 51.2 kJ/mol. Its SMILES is [SiH3]P.

Element x y z (Å)
Si (-0.289, 0.426, -0.570)
P (-0.354, -0.370, 1.540)
H (1.022, 0.194, -1.162)
H (-1.202, -0.303, -1.701)
H (-0.518, 1.795, -0.653)
H (0.960, -0.402, 1.264)
H (-0.583, -1.765, 1.522)

Atom charges from the natural (NBO) analysis, given in e for atoms 1 to 5:
1. Si 0.5770
2. P -0.1474
3. H -0.1612
4. H -0.1353
5. H -0.1601

=====

# 2
The following is a DFT calculation (ωB97M-V/def2-TZVPD) of C14H19N3O5 as an isolated structure in a non-equilibrium geometry.

For the largest force on an atom, the calculation gives 0.151 hartree/bohr. The HOMO-LUMO gap comes out at 7.69 eV. As for the electronic energy: -29521.8003 eV. The energy above the lowest of the compared OMol25 structures with the same formula, charge and spin is 1387.9 kJ/mol.

Element x y z (Å)
C (0.374, -1.244, -0.844)
C (0.517, 0.152, -1.267)
C (1.671, -1.921, -0.087)
C (1.439, -3.244, 0.520)
C (1.407, -3.258, 2.013)
C (0.976, -4.344, -0.341)
C (1.060, -4.471, 2.500)
C (0.598, -5.520, 0.180)
C (0.507, -5.595, 1.518)
C (0.465, 2.344, -0.361)
C (0.095, 2.887, 0.925)
C (-0.265, 3.292, -1.396)
C (-1.824, 3.322, -0.907)
C (-2.194, 4.913, -0.851)
H (0.877, -1.777, -2.794)
H (-0.801, -1.304, -2.575)
H (-0.531, -1.295, -0.209)
H (1.932, -1.326, 0.805)
H (2.711, -1.852, -0.724)
H (1.630, -2.441, 2.891)
H (1.325, -4.393, -1.440)
H (0.958, -4.587, 3.590)
H (0.344, -6.490, -0.378)
H (-0.430, -7.311, 1.518)
H (0.168, 0.644, 0.790)
H (1.447, 2.524, -0.614)
H (0.304, 4.401, -1.239)
H (0.277, 3.118, -2.430)
H (-2.894, 2.686, -1.547)
H (-1.845, 3.075, 0.469)
H (-4.105, 5.919, -0.613)
H (-4.157, 3.816, -0.607)
H (-0.350, 4.679, 0.250)
N (0.092, -2.046, -2.085)
N (0.236, 0.901, -0.190)
N (-3.581, 5.035, -0.957)
O (0.969, 0.657, -2.357)
O (0.448, -6.722, 2.253)
O (0.068, 2.256, 1.905)
O (-1.304, 5.880, -0.844)
O (-0.561, 4.279, 1.275)

Atom charges from the natural (NBO) analysis, given in e for atoms 1 to 5:
1. C -0.1494
2. C 0.6595
3. C -0.4149
4. C -0.0810
5. C -0.2151